--- 1 ---
The following is a quantum chemistry calculation of an isolated molecule of C17H14N2O3S, from the OMol25 dataset.

HOMO energy	-0.306	hartree
molecular weight	326.377	g/mol
structure (SMILES)	COc1ccc(N(/N=C2\Sc3ccccc3C2=O)C(C)=O)cc1

Geometry as ORCA input:
```
! RIJCOSX wB97M-V def2-TZVPD def2/J DEFGRID3
* xyz 0 1
O 0.64 -2.26 3.13
O 0.27 2.27 1.99
N -0.09 -0.19 1.04
O -4.73 0.41 -3.39
S 2.61 0.12 0.74
C 1.38 -1.72 2.27
C -0.30 2.21 0.92
C 1.16 -0.66 1.22
C 5.53 -2.14 2.50
C 4.72 -3.02 3.23
C -3.92 1.25 -1.25
C -2.57 -0.34 -2.44
C 4.99 -1.20 1.62
C 3.36 -2.98 2.99
C -2.86 1.40 -0.36
C -1.48 -0.12 -1.47
C -3.80 0.43 -2.38
C 3.61 -1.10 1.62
C 2.79 -2.00 2.25
C -1.56 0.81 -0.54
N -0.45 0.97 0.35
C -4.34 0.19 -4.75
C -0.44 3.58 0.28
H 6.65 -2.10 2.53
H 5.31 -3.76 3.72
H -4.74 1.90 -1.17
H -2.42 -1.15 -3.17
H 5.76 -0.68 0.98
H 2.76 -3.58 3.65
H -3.00 2.13 0.46
H -0.60 -0.76 -1.58
H -4.28 1.04 -5.37
H -5.13 -0.42 -5.27
H -3.33 -0.32 -4.78
H -1.47 3.90 0.37
H -0.20 3.54 -0.78
H 0.18 4.35 0.81
*
```


--- 2 ---
The following is a quantum chemistry calculation of an isolated molecule of C17H14N2O3S, from the OMol25 dataset.

HOMO energy	-0.309	hartree
molecular weight	326.377	g/mol
structure (SMILES)	CSc1ccc2ncnc(OCc3ccc4c(c3)OCO4)c2c1

Geometry as ORCA input:
```
! RIJCOSX wB97M-V def2-TZVPD def2/J DEFGRID3
* xyz 0 1
N -0.44 2.93 1.59
N 1.68 3.80 2.11
O -3.81 -3.12 -3.01
O -1.84 -2.03 -3.71
O -0.72 0.82 0.67
S 4.39 -1.21 0.45
C 0.35 3.91 2.05
C -4.16 -1.72 -1.00
C -3.71 -0.60 -0.25
C -1.91 -0.32 -1.83
C 4.28 1.31 1.48
C -3.53 -2.08 -2.19
C -2.39 -1.40 -2.61
C 3.52 0.23 0.99
C -2.56 0.09 -0.66
C 3.65 2.50 1.77
C 0.10 1.79 1.17
C 2.14 0.39 0.82
C 2.26 2.63 1.72
C 1.48 1.57 1.27
C -2.72 -3.13 -3.97
C 3.81 -2.46 1.66
C -2.00 1.25 0.10
H -0.08 4.83 2.46
H -5.01 -2.32 -0.71
H -4.19 -0.34 0.69
H -0.97 0.16 -2.15
H 5.35 1.24 1.62
H 4.23 3.35 2.08
H 1.58 -0.46 0.33
H -2.22 -4.08 -3.92
H -3.12 -3.00 -4.99
H 3.89 -2.06 2.69
H 4.45 -3.36 1.53
H 2.76 -2.75 1.46
H -2.72 1.53 0.87
H -1.82 2.13 -0.58
*
```


Short version: 1 is the least stable of them.


--- 1 ---
The following is a quantum chemistry calculation of an isolated molecule of C2H2N2O2S, from the OMol25 dataset.

HOMO energy	-0.323	hartree
molecular weight	118.117	g/mol
structure (SMILES)	On1ncoc1=S

Geometry as ORCA input:
```
! RIJCOSX wB97M-V def2-TZVPD def2/J DEFGRID3
* xyz 0 1
C 1.39 1.08 -0.91
C -0.27 0.32 0.24
H -0.57 -2.05 0.29
H 2.05 1.85 -1.25
N 0.48 -0.64 -0.33
N 1.53 -0.18 -1.04
O 0.28 -1.97 -0.21
O 0.32 1.49 -0.18
S -1.69 0.09 1.11
*
```


--- 2 ---
The following is a quantum chemistry calculation of an isolated molecule of C2H2N2O2S, from the OMol25 dataset.

HOMO energy	-0.332	hartree
molecular weight	118.117	g/mol
structure (SMILES)	On1cnc(=S)o1

Geometry as ORCA input:
```
! RIJCOSX wB97M-V def2-TZVPD def2/J DEFGRID3
* xyz 0 1
C 0.54 -1.23 -0.79
C -0.55 0.09 0.52
H 2.25 0.99 -2.14
H 0.86 -2.05 -1.43
N 1.24 -0.02 -0.84
N -0.44 -1.28 0.02
O 1.47 0.32 -2.19
O 0.43 0.85 -0.04
S -1.49 0.48 1.80
*
```


--- 3 ---
The following is a quantum chemistry calculation of a cluster of 2 separate species, C2H2N2O2S in total, from the OMol25 dataset.

HOMO energy	-0.368	hartree
molecular weight	118.117	g/mol
structure (SMILES)	N#CSO.N=C=O

Geometry as ORCA input:
```
! RIJCOSX wB97M-V def2-TZVPD def2/J DEFGRID3
* xyz 0 1
C -1.89 1.22 0.19
C 1.95 -0.58 -0.77
N -2.10 2.21 0.74
N 1.87 0.38 -0.09
O -1.58 -1.42 0.66
O 2.16 -1.61 -1.34
S -1.52 -0.30 -0.52
H -0.73 -1.38 1.25
H 1.84 1.47 -0.12
*
```


--- 4 ---
The following is a quantum chemistry calculation of a structure of composition C2H2N2O2S, from the OMol25 dataset.

HOMO energy (spin up / spin down)	-0.312 / -0.318	hartree
molecular weight	118.117	g/mol

Geometry as ORCA input:
```
! RIJCOSX wB97M-V def2-TZVPD def2/J DEFGRID3
* xyz 0 1
C -0.63 -0.94 -0.16
C -0.28 0.95 -0.36
N 0.82 0.70 0.48
N -1.10 2.13 -0.31
O -2.22 2.08 -0.74
O -0.48 3.15 -0.02
S 0.92 -0.96 0.40
H -1.26 -1.69 -0.67
H 1.56 1.37 0.39
*
```


Short version: 4 is the least stable of them.


--- 1 ---
The following is a quantum chemistry calculation of an isolated molecule of C2H2N2O2S, from the OMol25 dataset.

HOMO energy	-0.337	hartree
molecular weight	118.117	g/mol
structure (SMILES)	O=[N+]([O-])N=C=CS

Geometry as ORCA input:
```
! RIJCOSX wB97M-V def2-TZVPD def2/J DEFGRID3
* xyz 0 1
C 0.52 0.63 0.26
C 1.74 0.18 0.43
N -0.63 0.90 -0.11
N -1.84 0.27 0.03
O -2.17 -0.83 -0.50
O -2.66 1.09 0.38
S 1.94 -1.26 -0.59
H 2.56 0.51 0.96
H 0.54 -1.49 -0.85
*
```


--- 2 ---
The following is a quantum chemistry calculation of a cluster of 2 separate species, C2H2N2O2S in total, from the OMol25 dataset.

HOMO energy (spin up / spin down)	-0.398 / -0.362	hartree
molecular weight	118.117	g/mol

Geometry as ORCA input:
```
! RIJCOSX wB97M-V def2-TZVPD def2/J DEFGRID3
* xyz 0 1
C 2.06 1.01 0.32
C 0.99 0.16 0.58
N 2.90 1.70 -0.05
N 1.09 -1.23 0.42
O 2.12 -1.72 -0.04
O 0.08 -1.90 0.57
S -0.43 0.79 1.44
H 0.56 0.23 -1.48
H -1.20 -0.45 1.24
*
```


--- 3 ---
The following is a quantum chemistry calculation of a cluster of 2 separate species, C2H2N2O2S in total, from the OMol25 dataset.

HOMO energy (spin up / spin down)	-0.343 / -0.343	hartree
molecular weight	118.117	g/mol

Geometry as ORCA input:
```
! RIJCOSX wB97M-V def2-TZVPD def2/J DEFGRID3
* xyz 0 1
C 1.03 -1.08 -0.03
C 0.08 -0.19 -0.08
N 2.63 1.33 0.90
N 3.47 1.39 0.17
O 3.56 -1.39 -0.12
O 4.29 1.33 -0.64
S 2.33 -2.09 0.21
H -0.60 -0.22 -0.80
H -0.02 0.58 0.75
*
```


--- 4 ---
The following is a quantum chemistry calculation of a structure of composition C2H2N2O2S, from the OMol25 dataset.

HOMO energy	-0.401	hartree
molecular weight	118.117	g/mol

Geometry as ORCA input:
```
! RIJCOSX wB97M-V def2-TZVPD def2/J DEFGRID3
* xyz 0 1
C 0.39 0.64 1.20
C 0.05 0.71 -0.95
N 0.03 -0.55 1.26
N 0.55 1.29 0.03
O 0.47 -1.90 -0.87
O -1.93 -1.29 -0.51
S -0.50 -0.97 -0.31
H 0.68 1.30 2.13
H 0.26 0.77 -1.98
*
```


Short version: 2 is the least stable of them.